{"formula": "C37H81ClF4N9O10P2S", "method": "ωB97M-V with the def2-TZVPD basis set", "species": ["C", "C", "C", "C", "C", "C", "O", "C", "N", "N", "P", "S", "C", "P", "O", "C", "O", "C", "C", "C", "C", "C", "Cl", "C", "F", "F", "C", "F", "F", "H", "H", "H", "H", "H", "H", "H", "H", "H", "H", "H", "H", "H", "H", "H", "H", "H", "H", "H", "H", "H", "H", "H", "H", "H", "H", "H", "H", "H", "H", "H", "H", "C", "O", "N", "C", "C", "H", "H", "H", "H", "H", "H", "H", "C", "O", "N", "C", "C", "H", "H", "H", "H", "H", "H", "H", "C", "O", "N", "C", "C", "H", "H", "H", "H", "H", "H", "H", "C", "O", "N", "C", "C", "H", "H", "H", "H", "H", "H", "H", "C", "O", "N", "C", "C", "H", "H", "H", "H", "H", "H", "H", "C", "O", "N", "C", "C", "H", "H", "H", "H", "H", "H", "H", "C", "O", "N", "C", "C", "H", "H", "H", "H", "H", "H", "H"], "coordinates": [[-5.58, 1.31, -2.51], [-4.92, 0.73, -3.78], [-5.02, -0.81, -3.87], [-3.51, 1.28, -4.04], [-3.54, 2.79, -4.34], [-2.48, 1.02, -2.95], [-2.01, -0.32, -3.04], [-1.10, -0.83, -2.12], [-0.97, -2.23, -2.42], [-1.62, -0.74, -0.71], [-3.39, -1.30, -0.52], [-3.61, -3.17, -0.20], [-0.72, -1.33, 0.36], [-0.97, -0.33, 1.92], [-1.31, -1.20, 3.07], [0.77, -1.54, -0.01], [1.60, -0.97, 1.00], [1.24, -1.08, -1.40], [0.31, -0.14, -2.16], [0.33, 1.32, -1.61], [1.33, 1.68, -0.50], [1.41, 3.22, -0.45], [2.52, 3.73, -1.77], [0.81, -0.08, -3.62], [-0.02, 0.69, -4.39], [0.86, -1.30, -4.21], [2.26, 0.55, -3.72], [3.10, -0.30, -4.35], [2.18, 1.69, -4.47], [-4.87, 1.71, -1.79], [-6.22, 2.15, -2.78], [-6.22, 0.58, -2.03], [-5.52, 1.10, -4.61], [-4.06, -1.28, -4.07], [-5.44, -1.22, -2.96], [-5.68, -1.09, -4.69], [-3.13, 0.77, -4.93], [-3.33, 3.35, -3.43], [-4.53, 3.07, -4.67], [-2.81, 3.05, -5.09], [-1.68, 1.74, -3.10], [-2.91, 1.25, -1.96], [-1.34, -2.43, -3.33], [-1.41, -2.84, -1.74], [-1.69, 0.26, -0.50], [-4.02, -0.82, -1.67], [-3.77, -0.48, 0.55], [-1.13, -2.29, 0.67], [0.10, 0.54, 2.16], [-2.08, 0.50, 1.61], [0.95, -2.62, 0.02], [1.84, -1.66, 1.62], [2.22, -0.64, -1.23], [1.43, -1.96, -2.00], [-0.65, 1.64, -1.25], [0.52, 2.01, -2.43], [1.04, 1.35, 0.49], [2.34, 1.34, -0.70], [0.44, 3.64, -0.69], [1.80, 3.57, 0.49], [2.66, 0.84, -2.75], [-4.76, -0.41, 3.54], [-5.57, 0.19, 2.85], [-4.93, -0.74, 4.82], [-3.91, -1.46, 5.57], [-6.17, -0.38, 5.49], [-3.80, -0.74, 3.13], [-4.33, -2.40, 5.93], [-3.59, -0.86, 6.43], [-3.05, -1.66, 4.93], [-7.02, -0.83, 4.98], [-6.30, 0.70, 5.47], [-6.14, -0.73, 6.51], [-5.59, -4.81, 6.39], [-6.10, -3.84, 6.92], [-5.00, -5.81, 7.05], [-4.40, -6.95, 6.37], [-4.96, -5.76, 8.51], [-5.57, -4.94, 5.29], [-4.89, -7.87, 6.68], [-3.34, -7.01, 6.61], [-4.51, -6.83, 5.30], [-5.98, -5.72, 8.91], [-4.43, -4.87, 8.84], [-4.45, -6.64, 8.89], [1.37, -4.93, -3.75], [0.76, -5.70, -3.02], [2.70, -4.85, -3.86], [3.32, -3.87, -4.74], [3.54, -5.76, -3.09], [0.85, -4.19, -4.38], [3.91, -4.38, -5.51], [3.97, -3.21, -4.17], [2.55, -3.28, -5.23], [3.30, -6.79, -3.35], [3.35, -5.63, -2.02], [4.58, -5.56, -3.30], [1.50, 3.26, 3.34], [1.22, 2.37, 2.54], [1.87, 3.06, 4.60], [2.20, 4.16, 5.49], [1.97, 1.69, 5.10], [1.46, 4.32, 3.06], [3.23, 4.06, 5.84], [1.54, 4.14, 6.35], [2.09, 5.11, 4.97], [2.68, 1.13, 4.50], [1.00, 1.20, 5.02], [2.30, 1.70, 6.13], [2.66, 2.22, 8.75], [3.44, 1.51, 8.14], [2.97, 2.97, 9.81], [1.98, 3.79, 10.49], [4.33, 2.95, 10.31], [1.60, 2.30, 8.46], [2.28, 4.84, 10.46], [1.88, 3.48, 11.53], [1.01, 3.69, 10.00], [5.02, 3.28, 9.53], [4.62, 1.93, 10.59], [4.42, 3.60, 11.17], [1.15, 3.37, -8.87], [1.43, 4.15, -9.75], [1.84, 2.24, -8.60], [1.45, 1.35, -7.53], [2.99, 1.92, -9.42], [0.29, 3.52, -8.19], [2.27, 1.25, -6.81], [1.22, 0.36, -7.92], [0.58, 1.74, -7.01], [3.74, 2.71, -9.35], [2.70, 1.82, -10.46], [3.43, 0.98, -9.07], [6.97, 1.17, -6.16], [7.99, 1.18, -6.82], [6.80, 1.84, -5.00], [5.56, 1.77, -4.26], [7.90, 2.64, -4.49], [6.08, 0.59, -6.46], [5.13, 2.77, -4.17], [5.73, 1.37, -3.26], [4.85, 1.14, -4.78], [8.17, 3.41, -5.21], [8.77, 2.02, -4.32], [7.60, 3.11, -3.56]], "lowdin_charge": [-0.056, -0.368, -0.057, -0.311, -0.030, -0.176, -0.059, -0.484, 0.170, -0.157, 0.503, 0.330, -0.286, 0.780, -0.403, -0.296, -0.048, -0.051, -0.217, -0.116, -0.248, -0.524, 0.608, -0.369, 0.113, 0.115, -0.267, 0.086, 0.055, 0.065, 0.083, 0.078, 0.125, 0.067, 0.054, 0.085, 0.150, 0.086, 0.085, 0.085, 0.112, 0.109, 0.122, 0.048, 0.091, -0.024, -0.006, 0.083, 0.011, 0.025, 0.157, 0.119, 0.125, 0.124, 0.107, 0.102, 0.060, 0.094, 0.078, 0.052, 0.133, -0.374, -0.022, -0.176, -0.035, -0.027, 0.093, 0.064, 0.095, 0.067, 0.096, 0.092, 0.087, -0.365, 0.000, -0.196, -0.056, -0.035, 0.135, 0.092, 0.090, 0.081, 0.095, 0.092, 0.087, -0.374, 0.007, -0.195, -0.054, -0.034, 0.123, 0.094, 0.086, 0.074, 0.096, 0.089, 0.088, -0.324, -0.051, -0.173, -0.035, -0.011, 0.141, 0.099, 0.088, 0.086, 0.099, 0.095, 0.054, -0.374, 0.000, -0.193, -0.052, -0.031, 0.130, 0.091, 0.093, 0.082, 0.093, 0.096, 0.088, -0.362, 0.025, -0.196, -0.063, -0.036, 0.129, 0.068, 0.094, 0.074, 0.094, 0.094, 0.083, -0.359, 0.027, -0.197, -0.068, -0.037, 0.131, 0.092, 0.094, 0.052, 0.095, 0.094, 0.084], "e_homo_ev": -10.64, "total_charge": 1, "e_above_lowest_kcal_mol": 14.9, "lumo_energy_ha": -0.096, "orbital_gap_ha": 0.295, "e_tot_ha": -4643.9221}

=====

{"formula": "C37H83F5NO13", "method": "ωB97M-V with the def2-TZVPD basis set", "species": ["C", "O", "C", "C", "C", "C", "C", "C", "C", "C", "N", "C", "C", "F", "F", "C", "F", "F", "F", "C", "H", "H", "H", "H", "H", "H", "H", "H", "H", "H", "H", "H", "H", "H", "H", "H", "H", "H", "H", "H", "H", "H", "H", "C", "O", "C", "C", "O", "C", "H", "H", "H", "H", "H", "H", "H", "H", "H", "H", "C", "O", "C", "C", "O", "C", "H", "H", "H", "H", "H", "H", "H", "H", "H", "H", "C", "O", "C", "C", "O", "C", "H", "H", "H", "H", "H", "H", "H", "H", "H", "H", "C", "O", "C", "C", "O", "C", "H", "H", "H", "H", "H", "H", "H", "H", "H", "H", "C", "O", "C", "C", "O", "C", "H", "H", "H", "H", "H", "H", "H", "H", "H", "H", "C", "O", "C", "C", "O", "C", "H", "H", "H", "H", "H", "H", "H", "H", "H", "H"], "coordinates": [[1.89, 0.89, 3.47], [0.73, 0.68, 2.62], [1.09, 0.20, 1.31], [2.00, 1.19, 0.45], [1.29, 2.56, 0.05], [1.56, 3.78, 1.04], [0.43, 4.03, 2.15], [-0.94, 4.64, 1.59], [-2.12, 3.60, 1.92], [-3.64, 4.11, 1.64], [-4.40, 2.80, 1.86], [-3.74, 1.87, 0.90], [-4.19, 0.35, 0.83], [-5.60, 0.23, 0.83], [-3.63, -0.21, -0.35], [-3.64, -0.56, 2.05], [-3.37, 0.16, 3.21], [-2.54, -1.32, 1.60], [-4.66, -1.51, 2.31], [-2.19, 2.22, 1.10], [2.88, 0.67, 2.98], [1.84, 1.95, 3.90], [1.80, 0.17, 4.36], [1.51, -0.87, 1.37], [0.10, 0.08, 0.73], [3.01, 1.38, 0.93], [2.23, 0.64, -0.54], [1.73, 2.87, -0.97], [0.19, 2.33, -0.15], [2.59, 3.64, 1.49], [1.61, 4.73, 0.39], [0.17, 3.12, 2.77], [0.87, 4.79, 2.88], [-1.17, 5.57, 2.22], [-0.90, 4.94, 0.49], [-2.13, 3.46, 3.07], [-3.71, 4.36, 0.53], [-3.99, 5.02, 2.21], [-4.09, 2.52, 2.81], [-5.41, 2.86, 1.66], [-3.99, 2.26, -0.14], [-1.89, 2.55, 0.04], [-1.51, 1.48, 1.63], [-7.66, -2.73, 2.11], [-8.57, -2.91, 3.19], [-9.29, -4.14, 3.07], [-8.75, -5.19, 4.03], [-7.45, -5.62, 3.64], [-6.43, -5.06, 4.46], [-7.03, -1.86, 2.34], [-7.01, -3.60, 1.98], [-8.21, -2.52, 1.19], [-9.28, -4.51, 2.04], [-10.33, -3.92, 3.34], [-9.40, -6.07, 3.99], [-8.75, -4.82, 5.06], [-6.47, -5.49, 5.46], [-6.52, -3.97, 4.51], [-5.46, -5.30, 4.01], [7.04, 0.29, -2.74], [7.07, 1.67, -3.09], [5.77, 2.16, -3.42], [5.20, 3.00, -2.29], [4.89, 2.19, -1.15], [5.85, 2.32, -0.12], [8.03, 0.02, -2.35], [6.30, 0.09, -1.97], [6.84, -0.32, -3.62], [5.09, 1.35, -3.69], [5.89, 2.80, -4.30], [4.26, 3.45, -2.62], [5.88, 3.81, -2.01], [5.77, 3.31, 0.34], [6.87, 2.17, -0.49], [5.64, 1.57, 0.64], [5.92, -2.54, -1.44], [5.78, -2.78, -2.83], [6.73, -3.73, -3.31], [6.07, -5.09, -3.53], [5.69, -5.70, -2.30], [4.30, -5.60, -2.06], [5.07, -1.93, -1.11], [5.91, -3.47, -0.86], [6.84, -1.99, -1.24], [7.58, -3.82, -2.63], [7.10, -3.36, -4.27], [6.80, -5.76, -4.00], [5.21, -5.00, -4.21], [3.76, -6.26, -2.75], [3.94, -4.58, -2.16], [4.11, -5.94, -1.04], [-1.75, 11.24, 2.11], [-1.89, 10.99, 0.72], [-0.94, 10.05, 0.24], [-1.59, 8.69, 0.01], [-1.96, 8.08, 1.24], [-3.35, 8.16, 1.49], [-2.60, 11.84, 2.44], [-1.75, 10.30, 2.68], [-0.83, 11.79, 2.30], [-0.09, 9.97, 0.91], [-0.58, 10.43, -0.72], [-0.85, 8.02, -0.46], [-2.45, 8.77, -0.66], [-3.90, 7.50, 0.79], [-3.72, 9.18, 1.39], [-3.54, 7.82, 2.51], [5.73, 2.31, -7.79], [6.86, 2.53, -6.97], [7.36, 1.32, -6.40], [8.62, 0.85, -7.12], [8.33, 0.42, -8.44], [8.72, 1.38, -9.42], [5.50, 3.24, -8.31], [5.92, 1.54, -8.54], [4.87, 2.03, -7.18], [6.59, 0.53, -6.41], [7.61, 1.53, -5.36], [9.03, -0.01, -6.58], [9.38, 1.64, -7.11], [9.81, 1.44, -9.48], [8.31, 2.37, -9.19], [8.33, 1.06, -10.39], [-8.02, -10.30, 5.20], [-8.01, -9.63, 3.94], [-6.91, -8.73, 3.82], [-5.82, -9.31, 2.94], [-5.18, -10.42, 3.56], [-5.60, -11.66, 3.03], [-8.79, -11.08, 5.16], [-7.06, -10.77, 5.41], [-8.28, -9.60, 5.99], [-6.52, -8.46, 4.81], [-7.30, -7.82, 3.36], [-5.05, -8.54, 2.78], [-6.22, -9.59, 1.96], [-5.21, -11.78, 2.01], [-6.69, -11.74, 3.02], [-5.19, -12.46, 3.65]], "lowdin_charge": [-0.105, -0.258, -0.221, -0.174, -0.180, -0.178, -0.191, -0.137, -0.241, -0.068, 0.089, -0.147, -0.253, 0.087, 0.096, -0.329, 0.123, 0.116, 0.096, -0.056, 0.095, 0.097, 0.102, 0.137, 0.115, 0.094, 0.126, 0.113, 0.084, 0.114, 0.117, 0.089, 0.122, 0.120, 0.128, 0.157, 0.149, 0.146, 0.181, 0.202, 0.179, 0.136, 0.119, -0.115, -0.189, -0.191, -0.187, -0.226, -0.104, 0.063, 0.088, 0.091, 0.127, 0.126, 0.129, 0.129, 0.091, 0.082, 0.090, -0.108, -0.203, -0.194, -0.188, -0.215, -0.107, 0.099, 0.067, 0.086, 0.133, 0.121, 0.120, 0.129, 0.088, 0.088, 0.083, -0.120, -0.202, -0.193, -0.196, -0.190, -0.113, 0.088, 0.088, 0.077, 0.129, 0.124, 0.126, 0.126, 0.089, 0.081, 0.089, -0.106, -0.188, -0.196, -0.194, -0.215, -0.116, 0.092, 0.081, 0.091, 0.127, 0.128, 0.121, 0.127, 0.079, 0.090, 0.085, -0.110, -0.196, -0.201, -0.191, -0.192, -0.110, 0.089, 0.085, 0.083, 0.129, 0.104, 0.124, 0.128, 0.089, 0.083, 0.089, -0.112, -0.190, -0.198, -0.194, -0.193, -0.111, 0.089, 0.084, 0.086, 0.127, 0.104, 0.121, 0.126, 0.087, 0.084, 0.089], "e_homo_ev": -10.07, "total_charge": 1, "lumo_energy_ha": -0.114, "orbital_gap_ha": 0.256, "e_tot_ha": -2991.1435}